Entry from OMol25: C21H18Cl4F6N2NiO10S4 as an isolated structure (wB97M-V/def2-TZVPD).

Calculated values
* E_tot: -7214.1550 hartree
* expectation value of S²: 2.00
* total charge: -2
* energy above the lowest of the compared OMol25 structures with the same formula, charge and spin: 29.63 kJ/mol
* strongest force on any atom: 0.51 eV/A
* E_LUMO (spin up / spin down): 4.215 / 4.215 eV
* spin multiplicity: 3

Atoms and positions in Å:
Ni  -1.412  -0.813  0.687
Cl  0.094  5.216  3.237
C  -0.122  3.503  3.035
C  0.114  2.639  4.083
Cl  0.646  3.248  5.620
C  -0.077  1.258  3.902
Cl  0.224  0.147  5.200
C  -0.500  0.720  2.687
O  -0.695  -0.550  2.497
C  -0.701  1.621  1.577
O  -1.013  1.104  0.420
C  -0.534  2.985  1.793
Cl  -0.844  4.053  0.454
F  -2.724  -4.868  3.232
C  -2.171  -4.104  2.282
F  -1.321  -3.264  2.845
F  -1.506  -4.901  1.441
S  -3.487  -3.211  1.347
O  -2.799  -2.490  0.291
O  -4.382  -4.249  0.940
N  -4.060  -2.286  2.472
S  -4.394  -0.762  2.243
O  -5.776  -0.511  1.965
O  -3.423  -0.035  1.456
C  -4.154  -0.171  3.974
F  -2.992  -0.554  4.473
F  -5.135  -0.638  4.759
F  -4.216  1.161  3.977
O  0.127  -1.901  -0.038
C  -0.026  -1.988  -1.280
N  -1.051  -1.498  -1.964
S  -0.917  -1.810  -3.550
O  -0.816  -0.596  -4.321
O  -1.890  -2.773  -3.999
C  0.672  -2.609  -3.453
C  1.485  -3.125  -4.440
C  2.690  -3.690  -4.042
C  3.053  -3.729  -2.697
C  2.218  -3.204  -1.719
C  1.021  -2.647  -2.122
H  1.197  -3.080  -5.483
H  3.363  -4.098  -4.787
H  4.004  -4.164  -2.416
H  2.488  -3.207  -0.671
C  0.618  3.644  -4.244
C  1.443  2.866  -3.224
C  0.558  1.975  -2.372
S  1.472  0.810  -1.331
O  2.666  0.357  -2.124
C  2.058  1.990  -0.099
C  2.844  1.248  0.973
C  3.208  2.167  2.133
H  1.249  4.292  -4.857
H  -0.129  4.269  -3.749
H  0.088  2.958  -4.909
H  2.004  3.561  -2.594
H  2.177  2.235  -3.730
H  -0.062  1.332  -3.000
H  -0.104  2.530  -1.701
H  1.155  2.423  0.336
H  2.643  2.779  -0.577
H  3.737  0.803  0.526
H  2.226  0.423  1.342
H  3.804  3.018  1.792
H  3.783  1.636  2.895
H  2.304  2.558  2.607


Entry from OMol25: C21H18ClN3O2Re as an isolated structure (wB97M-V/def2-TZVPD).

Calculated values
* E_tot: -1663.7461 hartree
* expectation value of S²: 3.77
* total charge: +2
* strongest force on any atom: 0.62 eV/A
* E_LUMO (spin up / spin down): -7.401 / -8.091 eV
* spin multiplicity: 4

Atoms and positions in Å:
Re  -0.045  -0.155  0.868
O  -1.361  -1.385  1.600
C  -2.690  -1.414  1.733
C  -3.280  -2.515  2.337
C  -4.652  -2.542  2.479
C  -5.473  -1.494  2.023
C  -4.897  -0.414  1.422
C  -3.486  -0.350  1.264
C  -2.936  0.758  0.613
N  -1.661  0.988  0.345
C  -1.354  2.276  -0.338
C  0.033  2.164  -0.935
N  0.878  1.508  0.083
C  1.997  2.065  0.454
C  2.877  1.586  1.454
C  4.067  2.308  1.701
C  4.952  1.887  2.657
C  4.658  0.732  3.392
C  3.502  0.004  3.172
C  2.608  0.428  2.205
O  1.485  -0.302  2.020
H  -2.655  -3.321  2.695
H  -5.109  -3.400  2.957
H  -6.544  -1.549  2.149
H  -5.504  0.406  1.059
H  -3.635  1.520  0.271
H  -1.386  3.075  0.403
H  -2.097  2.480  -1.108
H  0.430  3.143  -1.200
H  0.021  1.547  -1.835
H  2.275  2.986  -0.055
H  4.268  3.201  1.121
H  5.862  2.437  2.848
H  5.349  0.396  4.154
H  3.277  -0.883  3.748
Cl  2.103  -5.372  1.211
C  1.596  -4.101  0.185
C  1.607  -4.241  -1.195
C  1.185  -3.178  -1.977
C  0.767  -2.017  -1.366
N  0.767  -1.895  -0.027
C  1.171  -2.914  0.747
H  1.940  -5.168  -1.643
H  1.181  -3.247  -3.056
H  0.430  -1.164  -1.940
H  1.155  -2.770  1.817


Entry from OMol25: a 2-piece molecular cluster, C21H18ClNO9 overall at a distorted geometry (wB97M-V/def2-TZVPD).

Calculated values
* E_tot: -2003.1570 hartree
* structure (SMILES): CCC(=O)OCCc1ccc2c(c1)C(=O)N(CC(=O)Cl)C2=O.O=C1C=C(O)C(=O)C=C1O
* strongest force on any atom: 1.11 eV/A
* E_LUMO: -1.816 eV

Atoms and positions in Å:
C  0.958  5.957  1.827
C  -0.558  5.877  1.565
C  -0.973  4.436  1.624
O  -1.091  3.844  2.662
O  -1.135  3.859  0.416
C  -2.199  2.910  0.308
C  -1.789  1.622  -0.419
C  -0.350  1.208  -0.284
C  0.413  1.439  0.864
C  1.760  1.074  0.947
C  2.329  0.423  -0.138
C  1.574  0.139  -1.263
C  0.250  0.535  -1.362
C  2.458  -0.591  -2.228
O  2.291  -0.807  -3.381
N  3.629  -0.993  -1.478
C  3.486  -2.387  -1.051
C  4.665  -2.917  -0.272
O  4.524  -3.551  0.714
Cl  6.250  -2.571  -0.927
C  3.720  -0.063  -0.371
O  4.730  0.238  0.170
H  1.248  6.915  2.241
H  1.211  5.206  2.574
H  1.520  5.708  0.935
H  -0.779  6.278  0.582
H  -1.096  6.424  2.329
H  -2.974  3.389  -0.286
H  -2.646  2.670  1.267
H  -2.407  0.808  -0.043
H  -2.021  1.716  -1.476
H  -0.026  1.931  1.720
H  2.352  1.292  1.823
H  -0.314  0.335  -2.262
H  2.610  -2.548  -0.420
H  3.343  -2.988  -1.946
O  -1.498  -1.615  -0.365
C  -2.009  -2.723  -0.346
C  -3.377  -2.981  0.058
C  -3.838  -4.240  0.064
O  -5.073  -4.558  0.420
C  -2.974  -5.407  -0.339
O  -3.468  -6.516  -0.288
C  -1.611  -5.141  -0.768
C  -1.158  -3.882  -0.775
O  0.066  -3.541  -1.163
H  -3.987  -2.138  0.349
H  -5.139  -5.529  0.336
H  -1.003  -5.981  -1.074
H  0.105  -2.568  -1.071